Entry 1:
Formula: C26H20N9RhSe
Source: the OMol25 dataset
Level of theory: ωB97M-V/def2-TZVPD

Properties
2S+1: 1
Total charge: 0
Largest force on an atom, Eh/bohr: 0.014
Gap between HOMO and LUMO, eV: 5.1
Energy above the lowest of the compared OMol25 structures with the same formula, charge and spin, eV: 0.0000
E_LUMO, Ha: -0.0163

Last column: Mulliken charge in e.
Atoms and positions in Å:
Rh1 0.05 0.70 -0.03  -0.42
C1 -0.22 0.78 -4.34  -1.14
C2 0.28 0.87 -3.03  0.17
N1 -0.46 0.64 -1.98  0.41
C3 -1.78 0.32 -2.13  0.24
C4 -2.36 0.21 -3.41  0.62
C5 -1.52 0.46 -4.52  -0.59
C6 -3.73 -0.12 -3.53  -0.93
C7 -4.45 -0.32 -2.40  -1.13
C8 -3.89 -0.22 -1.11  -0.60
C9 -2.56 0.10 -0.93  0.47
N2 -1.85 0.23 0.23  0.75
C10 -2.23 0.13 1.54  0.38
C11 -3.47 -0.17 2.08  -0.64
C12 -3.68 -0.24 3.47  -1.13
C13 -2.68 0.00 4.37  -0.93
C14 -1.39 0.32 3.88  0.66
C15 -0.30 0.59 4.73  -0.58
C16 0.92 0.90 4.20  -1.07
C17 1.06 0.95 2.80  0.10
N3 0.06 0.69 1.99  0.52
C18 -1.17 0.38 2.49  0.28
H1 0.44 0.99 -5.17  0.43
H2 1.31 1.15 -2.83  0.30
H3 -1.94 0.39 -5.52  0.42
H4 -4.18 -0.19 -4.51  0.40
H5 -5.51 -0.56 -2.48  0.37
H6 -4.54 -0.38 -0.28  0.44
H7 -4.32 -0.35 1.44  0.44
H8 -4.67 -0.47 3.83  0.37
H9 -2.86 -0.05 5.43  0.40
H10 -0.44 0.56 5.81  0.41
H11 1.76 1.13 4.83  0.42
H12 2.00 1.21 2.34  0.31
N4 2.46 3.16 -0.61  -0.05
C19 3.00 1.98 -0.51  0.18
N5 4.34 1.87 -0.61  -0.81
C20 4.82 0.65 -0.58  0.16
N6 6.16 0.49 -0.70  -0.35
N7 4.09 -0.48 -0.46  -0.77
C21 2.80 -0.29 -0.34  0.28
N8 2.17 0.89 -0.32  0.62
C22 1.97 -1.52 -0.21  1.00
C23 2.54 -2.78 -0.26  -1.04
C24 1.72 -3.89 -0.14  -0.49
C25 0.36 -3.69 0.02  -0.92
C26 -0.13 -2.40 0.05  -0.24
N9 0.66 -1.33 -0.06  0.53
H13 3.09 3.94 -0.68  0.29
H14 1.41 3.30 -0.44  -0.13
H15 6.73 1.32 -0.69  0.26
H16 6.56 -0.41 -0.55  0.24
H17 3.61 -2.85 -0.38  0.52
H18 2.13 -4.89 -0.18  0.43
H19 -0.32 -4.53 0.11  0.46
H20 -1.18 -2.19 0.17  0.34
Se1 -0.69 3.02 0.08  -0.68

---

Entry 2:
Formula: C26H21Br2F3N2OPSTc
Source: the OMol25 dataset
Level of theory: ωB97M-V/def2-TZVPD

Properties
2S+1: 2
Total charge: +3
Largest force on an atom, Eh/bohr: 0.040
Gap between HOMO and LUMO (alpha / beta), eV: 5.5 / 6.1
Energy above the lowest of the compared OMol25 structures with the same formula, charge and spin, eV: 0.0000
E_LUMO (alpha / beta), Ha: -0.4427 / -0.4228

Last column: Mulliken charge in e.
Atoms and positions in Å:
Tc1 1.55 0.31 -0.46  -0.30
Br1 5.38 1.32 -2.35  0.03
C1 4.32 0.30 -3.51  -0.60
Br2 2.70 -0.60 -2.67  0.12
H1 4.86 -0.58 -3.84  0.41
H2 3.90 0.88 -4.32  0.39
O1 2.71 2.77 -1.27  -0.26
N1 1.40 2.33 -1.12  0.18
C2 0.48 3.20 -1.32  0.03
C3 -0.95 3.04 -1.12  0.54
C4 -1.73 4.16 -1.43  -1.04
C5 -3.10 4.15 -1.27  -0.83
C6 -3.73 3.02 -0.78  -0.78
C7 -2.97 1.89 -0.46  -0.71
C8 -1.60 1.89 -0.62  0.17
P1 -0.72 0.38 -0.29  3.02
C9 -0.80 -0.71 -1.70  0.27
C10 -0.35 -2.04 -1.60  -0.23
C11 -0.28 -2.83 -2.73  -0.86
C12 -0.64 -2.30 -3.97  -0.69
C13 -1.08 -0.98 -4.08  -0.83
C14 -1.16 -0.18 -2.96  -0.81
C15 -1.54 -0.33 1.16  0.40
C16 -1.43 0.35 2.37  -0.41
C17 -2.04 -0.13 3.52  -0.85
C18 -2.79 -1.30 3.46  -0.64
C19 -2.92 -1.97 2.26  -0.78
C20 -2.30 -1.49 1.10  -0.13
H3 2.74 3.74 -1.29  0.34
H4 0.79 4.19 -1.64  0.42
H5 -1.24 5.06 -1.81  0.44
H6 -3.68 5.03 -1.52  0.46
H7 -4.80 3.00 -0.65  0.47
H8 -3.48 1.01 -0.08  0.54
H9 -0.11 -2.46 -0.64  0.62
H10 0.05 -3.86 -2.66  0.51
H11 -0.58 -2.92 -4.85  0.47
H12 -1.37 -0.59 -5.04  0.50
H13 -1.50 0.84 -3.05  0.44
H14 -0.86 1.27 2.43  0.50
H15 -1.92 0.42 4.45  0.52
H16 -3.29 -1.70 4.34  0.48
H17 -3.51 -2.86 2.20  0.50
H18 -2.44 -2.04 0.18  0.49
F1 2.56 -1.08 5.58  -0.25
C21 2.40 -0.37 4.47  0.64
F2 3.43 0.46 4.31  -0.21
F3 1.29 0.38 4.59  -0.15
C22 2.24 -1.27 3.25  -0.09
C23 2.26 -2.66 3.32  -0.31
C24 2.05 -3.40 2.17  -1.11
C25 1.80 -2.75 0.97  -0.25
N2 1.78 -1.42 0.89  -0.14
C26 2.03 -0.70 2.02  0.79
S1 2.01 1.03 1.56  -0.09
H19 2.44 -3.15 4.27  0.60
H20 2.08 -4.48 2.20  0.48
H21 1.65 -3.29 0.05  0.57

---

Entry 3:
Formula: C26H21BrCl2N3O2PTc
Source: the OMol25 dataset
Level of theory: ωB97M-V/def2-TZVPD

Properties
2S+1: 2
Total charge: +2
Largest force on an atom, Eh/bohr: 0.044
Gap between HOMO and LUMO (alpha / beta), eV: 6.5 / 7.4
Energy above the lowest of the compared OMol25 structures with the same formula, charge and spin, eV: 0.1271
E_LUMO (alpha / beta), Ha: -0.2752 / -0.2664

Last column: Mulliken charge in e.
Atoms and positions in Å:
Tc1 -0.52 1.93 1.48  0.54
Cl1 -0.37 1.53 3.96  0.03
C1 1.41 1.80 4.02  -0.33
Cl2 1.94 2.20 2.39  -0.02
H1 1.89 0.88 4.35  0.38
H2 1.60 2.65 4.67  0.38
Br1 1.78 3.64 -0.74  -0.03
C2 0.06 3.18 -1.35  -0.21
C3 -0.29 3.45 -2.67  -0.59
C4 -1.57 3.15 -3.10  -0.56
C5 -2.49 2.63 -2.19  -0.77
C6 -2.05 2.39 -0.89  0.73
N1 -0.79 2.63 -0.48  0.49
C7 -3.03 1.89 0.19  0.52
O1 -4.16 1.57 -0.09  -0.58
O2 -2.50 1.87 1.37  -0.63
H3 0.43 3.89 -3.34  0.51
H4 -1.86 3.36 -4.12  0.50
H5 -3.51 2.41 -2.44  0.59
N2 -0.85 5.26 2.15  0.04
C8 -0.73 4.13 1.95  -0.05
H6 -0.97 6.24 2.31  0.31
N3 -0.17 0.33 1.00  0.06
P1 0.31 -1.02 0.21  1.71
C9 -0.74 -0.98 -1.25  0.68
C10 -2.11 -0.91 -1.01  -0.83
C11 -3.00 -0.96 -2.07  -0.72
C12 -2.52 -1.09 -3.36  -0.60
C13 -1.15 -1.17 -3.59  -0.88
C14 -0.26 -1.12 -2.54  -0.40
C15 -0.04 -2.46 1.24  0.34
C16 0.23 -3.72 0.72  -0.30
C17 -0.05 -4.85 1.46  -0.78
C18 -0.59 -4.73 2.72  -0.50
C19 -0.87 -3.47 3.25  -0.69
C20 -0.60 -2.33 2.52  -0.34
C21 2.06 -0.95 -0.16  0.45
C22 2.96 -1.58 0.68  -0.67
C23 4.31 -1.45 0.47  -0.80
C24 4.78 -0.69 -0.59  -0.60
C25 3.88 -0.05 -1.44  -1.08
C26 2.52 -0.18 -1.22  -0.34
H7 -2.49 -0.83 0.00  0.51
H8 -4.06 -0.91 -1.88  0.48
H9 -3.21 -1.14 -4.19  0.47
H10 -0.78 -1.30 -4.60  0.50
H11 0.80 -1.22 -2.73  0.63
H12 0.65 -3.82 -0.28  0.41
H13 0.16 -5.82 1.05  0.44
H14 -0.81 -5.62 3.30  0.43
H15 -1.31 -3.38 4.23  0.45
H16 -0.83 -1.36 2.92  0.30
H17 2.59 -2.19 1.50  0.43
H18 5.01 -1.95 1.12  0.47
H19 5.84 -0.60 -0.76  0.45
H20 4.24 0.53 -2.27  0.47
H21 1.83 0.32 -1.88  0.61

---

Entry 4:
Formula: C26H21Cl2I2N4O5S2Sn
Source: the OMol25 dataset
Level of theory: ωB97M-V/def2-TZVPD

Properties
2S+1: 1
Total charge: +1
Largest force on an atom, Eh/bohr: 0.006
Gap between HOMO and LUMO, eV: 7.3
Energy above the lowest of the compared OMol25 structures with the same formula, charge and spin, eV: 1.8177
E_LUMO, Ha: -0.1110

Last column: Mulliken charge in e.
Atoms and positions in Å:
Sn1 1.83 -1.74 -0.12  1.18
Cl1 0.18 0.20 3.06  -0.16
C1 -1.28 1.13 3.01  0.78
C2 -1.86 1.49 4.22  -0.79
C3 -3.02 2.25 4.22  -0.48
C4 -3.58 2.67 3.03  -0.68
C5 -2.99 2.33 1.83  0.22
Cl2 -3.70 2.91 0.37  -0.18
C6 -1.84 1.53 1.79  -0.35
S1 -1.04 1.11 0.28  0.24
H1 -1.40 1.17 5.14  0.50
H2 -3.47 2.53 5.16  0.46
H3 -4.48 3.28 3.01  0.49
I1 5.97 -3.23 -2.90  0.10
C7 5.55 -1.33 -2.20  -0.47
C8 6.39 -0.26 -2.54  -0.30
C9 6.15 1.02 -2.09  -0.35
I2 7.46 2.54 -2.65  0.12
C10 5.03 1.27 -1.26  1.11
C11 4.70 2.52 -0.70  -0.68
C12 3.62 2.64 0.13  -0.82
C13 2.84 1.51 0.40  -0.35
N1 3.10 0.33 -0.13  -0.07
C14 4.19 0.18 -0.94  0.09
C15 4.43 -1.14 -1.41  0.62
O1 3.61 -2.11 -1.08  -1.06
H4 7.25 -0.45 -3.16  0.35
H5 5.32 3.38 -0.93  0.20
H6 3.36 3.59 0.58  0.45
H7 1.99 1.56 1.07  0.35
C16 -0.18 0.29 -5.32  -1.14
N2 0.23 -0.48 -4.17  0.09
C17 0.14 -1.93 -4.08  -0.42
C18 0.76 -2.18 -2.72  0.36
O2 0.95 -3.23 -2.15  -0.65
N3 1.13 -0.97 -2.18  0.30
C19 0.83 -0.01 -3.07  0.12
N4 1.11 1.27 -2.87  -0.19
H8 -0.98 -0.24 -5.83  0.36
H9 0.64 0.44 -6.02  0.33
H10 -0.58 1.26 -5.01  0.41
H11 0.70 -2.44 -4.86  0.36
H12 -0.90 -2.28 -4.10  0.37
H13 1.61 1.54 -2.04  0.01
H14 0.95 1.96 -3.59  0.22
C20 -4.25 -1.63 5.19  -1.51
C21 -3.81 -1.59 3.76  0.95
C22 -4.62 -0.98 2.79  -0.62
C23 -4.23 -0.91 1.47  -0.75
C24 -2.99 -1.44 1.12  0.10
C25 -2.17 -2.06 2.05  -0.66
C26 -2.59 -2.13 3.36  -0.61
S2 -2.45 -1.24 -0.52  1.44
O3 -2.26 0.39 -0.60  -0.23
O4 -3.48 -1.46 -1.47  -0.70
O5 -1.16 -1.85 -0.68  -0.35
H15 -5.23 -2.09 5.28  0.39
H16 -4.33 -0.61 5.59  0.29
H17 -3.55 -2.18 5.81  0.38
H18 -5.58 -0.57 3.09  0.45
H19 -4.86 -0.44 0.73  0.52
H20 -1.22 -2.47 1.74  0.49
H21 -1.96 -2.62 4.10  0.36

---

Entry 5:
Formula: C26H21Cl2NO5PRu
Source: the OMol25 dataset
Level of theory: ωB97M-V/def2-TZVPD

Properties
2S+1: 1
Total charge: +3
Largest force on an atom, Eh/bohr: 0.057
Gap between HOMO and LUMO (alpha / beta), eV: 4.3 / 4.3
E_LUMO (alpha / beta), Ha: -0.4907 / -0.4900

Last column: Mulliken charge in e.
Atoms and positions in Å:
Ru1 0.96 0.32 -0.57  0.82
O1 -0.93 1.07 -0.32  -0.46
C1 -1.25 2.01 0.39  -0.17
C2 -0.34 2.89 1.10  0.56
C3 -0.87 3.96 1.78  -0.51
C4 -0.01 4.88 2.41  -0.32
C5 1.37 4.79 2.36  -0.58
C6 1.92 3.73 1.68  -0.52
C7 1.10 2.74 1.05  0.62
O2 1.71 1.76 0.48  -0.41
N1 -0.64 6.02 3.15  1.02
O3 0.12 6.83 3.61  -0.53
O4 -1.84 5.99 3.21  -0.55
H1 -2.32 2.23 0.48  0.54
H2 -1.94 4.13 1.85  0.58
H3 1.97 5.55 2.85  0.56
H4 3.00 3.60 1.60  0.56
Cl1 -0.09 -0.75 -2.42  0.17
C8 0.90 -1.66 -3.70  -0.31
Cl2 1.44 -3.19 -3.12  0.04
H5 1.72 -1.00 -3.96  0.29
H6 0.18 -1.76 -4.50  0.40
O5 0.54 -0.87 0.83  -0.47
P1 1.71 -1.89 1.29  2.61
C9 1.71 -1.98 3.04  0.13
C10 1.64 -0.81 3.81  -0.40
C11 1.67 -0.90 5.19  -0.76
C12 1.76 -2.15 5.80  -0.56
C13 1.82 -3.31 5.04  -0.80
C14 1.79 -3.23 3.65  -0.48
C15 3.10 -1.00 0.59  0.52
C16 4.03 -0.31 1.35  -0.44
C17 4.92 0.57 0.71  -0.68
C18 4.84 0.80 -0.66  -0.97
C19 3.92 0.11 -1.42  -0.52
C20 3.04 -0.80 -0.82  -0.31
C21 1.50 -3.44 0.49  0.51
C22 0.22 -3.98 0.36  -0.56
C23 0.06 -5.23 -0.20  -0.85
C24 1.18 -5.95 -0.61  -0.48
C25 2.46 -5.43 -0.47  -0.90
C26 2.63 -4.17 0.09  -0.25
H7 1.56 0.16 3.33  0.39
H8 1.61 -0.01 5.80  0.45
H9 1.77 -2.22 6.88  0.43
H10 1.88 -4.28 5.52  0.45
H11 1.83 -4.14 3.06  0.45
H12 4.08 -0.46 2.42  0.60
H13 5.68 1.07 1.30  0.54
H14 5.53 1.49 -1.13  0.52
H15 3.92 0.22 -2.50  0.50
H16 2.56 -1.57 -1.43  0.15
H17 -0.65 -3.42 0.70  0.48
H18 -0.93 -5.66 -0.31  0.47
H19 1.05 -6.94 -1.03  0.46
H20 3.32 -6.00 -0.78  0.46
H21 3.63 -3.76 0.20  0.52

---

Entry 6:
Formula: C26H21ClN6O5
Source: the OMol25 dataset
Level of theory: ωB97M-V/def2-TZVPD

Properties
2S+1: 1
Total charge: 0
Largest force on an atom, Eh/bohr: 0.030
Gap between HOMO and LUMO, eV: 7.6
Structure (SMILES): Cn1c(=O)c2c(nc(N/N=C/c3ccc(OC(=O)c4ccco4)cc3)n2Cc2ccccc2Cl)n(C)c1=O
E_LUMO, Ha: -0.0024

Last column: Mulliken charge in e.
Atoms and positions in Å:
C1 -5.73 1.02 4.90  -1.18
N1 -4.88 0.06 4.21  -0.04
C2 -5.18 -1.27 4.46  0.68
O1 -6.09 -1.58 5.20  -0.67
N2 -4.40 -2.22 3.84  -0.03
C3 -3.38 -1.82 3.03  1.50
C4 -3.12 -0.48 2.79  -0.61
C5 -3.86 0.57 3.39  0.67
O2 -3.69 1.77 3.25  -0.72
N3 -2.02 -0.46 1.94  0.06
C6 -1.72 -1.76 1.72  0.11
N4 -2.51 -2.61 2.36  -0.92
N5 -0.69 -2.21 0.95  -0.37
N6 -0.12 -1.47 0.00  0.04
C7 0.84 -1.95 -0.68  -0.62
C8 1.48 -1.19 -1.73  0.85
C9 2.72 -1.59 -2.23  -0.80
C10 3.34 -0.87 -3.23  -0.54
C11 2.72 0.26 -3.76  0.41
C12 1.49 0.67 -3.27  -0.30
C13 0.88 -0.05 -2.27  -0.69
H1 -0.10 0.24 -1.90  0.48
H2 1.01 1.55 -3.68  0.47
O3 3.43 0.95 -4.73  -0.36
C14 2.81 1.55 -5.76  0.64
O4 1.62 1.53 -5.97  -0.57
C15 3.80 2.22 -6.61  -0.02
C16 5.17 2.32 -6.49  -0.24
C17 5.60 3.07 -7.60  -0.57
C18 4.47 3.36 -8.31  -0.34
O5 3.39 2.86 -7.72  -0.32
H3 4.33 3.91 -9.22  0.46
H4 6.61 3.35 -7.84  0.45
H5 5.77 1.91 -5.70  0.55
H6 4.30 -1.17 -3.63  0.46
H7 3.20 -2.47 -1.83  0.38
H8 1.22 -2.96 -0.49  0.34
H9 -0.47 -3.20 1.04  0.37
C19 -1.30 0.73 1.56  -0.83
C20 0.16 0.68 1.94  -0.03
C21 0.59 0.30 3.21  0.92
C22 1.95 0.24 3.52  -0.64
C23 2.89 0.58 2.56  -0.52
C24 2.47 0.99 1.30  -0.74
C25 1.12 1.04 1.01  -0.41
H10 0.80 1.35 0.03  0.48
H11 3.19 1.26 0.55  0.45
H12 3.94 0.53 2.80  0.39
H13 2.25 -0.06 4.50  0.45
Cl1 -0.53 -0.10 4.47  -0.20
H14 -1.80 1.56 2.07  0.50
H15 -1.38 0.87 0.48  0.17
C26 -4.65 -3.63 4.06  -1.09
H16 -4.86 -4.11 3.11  0.32
H17 -3.77 -4.09 4.50  0.32
H18 -5.50 -3.71 4.73  0.38
H19 -5.65 0.88 5.97  0.32
H20 -5.39 2.01 4.61  0.37
H21 -6.77 0.87 4.60  0.33

---

- Which value of largest force on an atom does entry 6 give?
  0.030 Eh/bohr

---

Copy entry 4 word for word.
Formula: C26H21Cl2I2N4O5S2Sn
Source: the OMol25 dataset
Level of theory: ωB97M-V/def2-TZVPD

Properties
2S+1: 1
Total charge: +1
Largest force on an atom, Eh/bohr: 0.006
Gap between HOMO and LUMO, eV: 7.3
Energy above the lowest of the compared OMol25 structures with the same formula, charge and spin, eV: 1.8177
E_LUMO, Ha: -0.1110

Last column: Mulliken charge in e.
Atoms and positions in Å:
Sn1 1.83 -1.74 -0.12  1.18
Cl1 0.18 0.20 3.06  -0.16
C1 -1.28 1.13 3.01  0.78
C2 -1.86 1.49 4.22  -0.79
C3 -3.02 2.25 4.22  -0.48
C4 -3.58 2.67 3.03  -0.68
C5 -2.99 2.33 1.83  0.22
Cl2 -3.70 2.91 0.37  -0.18
C6 -1.84 1.53 1.79  -0.35
S1 -1.04 1.11 0.28  0.24
H1 -1.40 1.17 5.14  0.50
H2 -3.47 2.53 5.16  0.46
H3 -4.48 3.28 3.01  0.49
I1 5.97 -3.23 -2.90  0.10
C7 5.55 -1.33 -2.20  -0.47
C8 6.39 -0.26 -2.54  -0.30
C9 6.15 1.02 -2.09  -0.35
I2 7.46 2.54 -2.65  0.12
C10 5.03 1.27 -1.26  1.11
C11 4.70 2.52 -0.70  -0.68
C12 3.62 2.64 0.13  -0.82
C13 2.84 1.51 0.40  -0.35
N1 3.10 0.33 -0.13  -0.07
C14 4.19 0.18 -0.94  0.09
C15 4.43 -1.14 -1.41  0.62
O1 3.61 -2.11 -1.08  -1.06
H4 7.25 -0.45 -3.16  0.35
H5 5.32 3.38 -0.93  0.20
H6 3.36 3.59 0.58  0.45
H7 1.99 1.56 1.07  0.35
C16 -0.18 0.29 -5.32  -1.14
N2 0.23 -0.48 -4.17  0.09
C17 0.14 -1.93 -4.08  -0.42
C18 0.76 -2.18 -2.72  0.36
O2 0.95 -3.23 -2.15  -0.65
N3 1.13 -0.97 -2.18  0.30
C19 0.83 -0.01 -3.07  0.12
N4 1.11 1.27 -2.87  -0.19
H8 -0.98 -0.24 -5.83  0.36
H9 0.64 0.44 -6.02  0.33
H10 -0.58 1.26 -5.01  0.41
H11 0.70 -2.44 -4.86  0.36
H12 -0.90 -2.28 -4.10  0.37
H13 1.61 1.54 -2.04  0.01
H14 0.95 1.96 -3.59  0.22
C20 -4.25 -1.63 5.19  -1.51
C21 -3.81 -1.59 3.76  0.95
C22 -4.62 -0.98 2.79  -0.62
C23 -4.23 -0.91 1.47  -0.75
C24 -2.99 -1.44 1.12  0.10
C25 -2.17 -2.06 2.05  -0.66
C26 -2.59 -2.13 3.36  -0.61
S2 -2.45 -1.24 -0.52  1.44
O3 -2.26 0.39 -0.60  -0.23
O4 -3.48 -1.46 -1.47  -0.70
O5 -1.16 -1.85 -0.68  -0.35
H15 -5.23 -2.09 5.28  0.39
H16 -4.33 -0.61 5.59  0.29
H17 -3.55 -2.18 5.81  0.38
H18 -5.58 -0.57 3.09  0.45
H19 -4.86 -0.44 0.73  0.52
H20 -1.22 -2.47 1.74  0.49
H21 -1.96 -2.62 4.10  0.36

---

- Which formula does entry 4 have?
  C26H21Cl2I2N4O5S2Sn

---

- What is the formula in the third record?
  C26H21BrCl2N3O2PTc